No. 1
The following is a quantum chemistry calculation of a molecular structure, C32H48AsF6O24 in a non-equilibrium geometry, from the Open Molecules 2025 dataset.

The highest occupied orbital energy is -9.05 eV. The energy above the lowest of the compared OMol25 structures with the same formula, charge and spin is 4.6 kcal/mol. The charge is -1. The largest force on an atom is 2.4 eV/A. The total energy is -160255.9636 eV. For the orbital gap, the calculation gives 10.70 eV.

```
111
Properties=species:S:1:pos:R:3:forces:R:3
O -4.639 -1.781 -1.005 0.2 0.3 -0.2
H -0.326 -4.510 -1.740 0.0 0.0 0.0
H -5.293 1.293 -0.993 -0.3 -0.3 0.1
H 2.317 3.558 -0.392 0.0 0.1 -0.2
O 3.751 5.479 3.428 0.1 0.0 0.5
H -1.079 2.714 -2.653 0.0 0.1 0.1
C -4.960 -1.515 0.269 -0.4 -1.0 0.3
H -2.786 -4.919 -3.255 0.2 -0.2 0.3
H 3.924 1.033 1.584 0.0 0.1 0.0
C -2.080 0.584 3.865 -0.7 0.1 0.0
O -3.352 4.781 -2.099 -0.2 0.0 -0.1
O 2.622 3.545 3.190 -0.4 -0.9 1.2
C 3.680 -1.688 -2.258 -1.0 -0.8 0.6
H -4.375 0.278 -3.648 0.0 0.1 0.1
C 2.972 4.791 2.858 0.5 0.1 -1.0
H 0.607 3.120 -0.297 0.0 -0.2 0.2
O 6.152 4.660 -1.283 0.1 -0.5 -0.2
H 1.932 2.101 1.886 0.0 0.0 0.0
C 6.098 3.531 -0.910 0.0 0.6 0.4
O 2.411 5.125 1.678 -0.3 0.1 0.3
C -3.249 0.432 2.892 0.7 -0.4 -0.3
H -2.910 0.675 1.887 -0.3 -0.1 -0.1
C 6.553 1.298 -0.690 -1.3 0.0 -0.8
H -4.772 -1.434 -3.579 0.0 -0.1 0.1
H -1.242 -6.017 -1.545 0.1 0.0 0.0
As -0.329 -0.269 -0.141 0.2 0.3 -0.5
F 0.365 -1.782 -0.661 0.0 0.3 0.3
H -2.346 -1.233 4.974 -0.4 -0.1 -0.7
F 0.267 -0.501 1.503 -0.6 0.1 -0.8
O -4.539 4.401 -3.952 -0.2 -0.2 -0.2
H -3.679 0.994 -0.322 -0.2 0.2 0.1
F -1.837 -1.059 0.203 0.2 0.0 0.2
O 3.399 -1.470 -4.571 -1.2 0.2 0.0
O -5.371 -5.700 -0.171 -0.1 0.1 -0.1
O -3.212 -5.087 -0.242 -0.2 0.7 0.4
C 1.331 3.904 -0.077 0.0 -0.4 -0.2
H 3.046 -2.749 3.500 -0.4 0.2 -0.1
H 0.769 -4.259 2.015 0.5 0.0 -0.3
C -3.737 4.044 -3.155 0.2 -0.3 0.1
C -3.853 1.851 4.521 -1.0 0.8 1.0
H -3.646 -0.584 2.936 -0.3 0.2 -0.1
H 1.726 -1.732 -3.259 0.2 -0.4 -0.4
O -2.693 1.351 4.954 1.0 -0.4 -0.8
H 3.973 -2.612 1.123 0.0 -0.1 0.1
C 4.291 0.906 0.566 -0.2 0.0 -0.1
O -5.118 -0.196 0.469 -0.2 0.1 0.3
H 6.061 1.848 1.296 0.0 -0.1 0.0
H 7.366 0.713 -0.271 0.2 0.3 -0.1
H -1.382 4.730 -1.583 -0.2 0.4 0.1
C 1.320 -3.891 2.887 -1.3 0.4 0.3
H 0.657 2.809 2.919 0.2 0.0 0.3
C 2.694 -1.238 -3.343 1.9 0.3 1.5
C 2.495 0.277 -3.303 0.5 -0.4 0.2
C 5.537 1.734 0.338 0.1 0.0 1.9
C 2.682 -3.329 2.638 0.3 0.6 0.7
H 4.446 -0.164 0.427 0.2 0.1 -0.1
H -2.854 5.008 0.526 0.2 0.2 -0.2
H -3.353 -3.294 -2.749 0.3 -0.1 -0.4
C -2.043 2.817 -2.163 -1.8 0.1 0.2
C -1.068 -5.025 -1.125 0.0 0.3 -0.6
F 1.142 0.605 -0.513 -0.1 -0.3 0.3
F -1.121 1.258 0.249 0.4 -0.4 0.5
F -0.811 0.027 -1.803 -0.1 -0.3 0.2
H -1.086 -1.355 3.687 0.0 0.1 -0.1
C 1.379 4.205 1.400 -1.9 -0.4 -0.6
C 2.828 -5.445 3.455 -0.1 -0.2 -0.9
O 6.958 2.543 -1.245 0.8 0.1 -0.3
C -2.292 4.141 -1.424 2.1 0.4 1.0
C 2.906 -2.584 1.363 0.5 -0.4 -1.2
H 3.251 -1.518 -1.265 0.0 0.1 -0.1
H -1.297 1.163 3.371 0.1 0.2 0.4
H 1.520 0.508 -2.878 -0.2 0.4 -0.7
H 6.051 0.723 -1.479 0.2 -0.1 0.0
O 3.512 -0.375 -6.509 -0.1 0.3 0.0
O -4.200 1.391 3.319 -0.1 -0.1 -0.3
C 1.569 3.010 2.364 1.1 1.0 -0.8
H 1.005 4.750 -0.682 0.3 0.3 0.2
O -4.525 2.611 5.159 0.3 -0.2 -0.2
H 2.378 -3.090 0.551 0.1 0.0 0.0
H 3.824 -2.768 -2.326 0.1 0.0 -0.1
C -3.168 -4.322 -2.429 -1.0 1.3 0.4
H 2.624 -1.535 1.299 -0.4 0.0 0.6
O 2.732 0.656 -4.666 -0.8 0.3 0.2
C -1.567 -0.707 4.412 0.1 -0.2 1.7
C 3.213 -0.387 -5.357 0.7 -0.4 -0.7
H -3.155 -0.609 -1.745 0.0 0.0 -0.1
H -2.276 1.976 -1.525 0.4 -0.2 0.0
H -0.907 -0.501 5.264 0.6 0.1 -0.5
O 3.457 -4.528 2.692 0.8 -0.3 -0.4
H 0.413 4.625 1.708 0.2 0.5 -0.2
O 5.186 3.072 -0.028 -0.1 -0.2 -0.5
O 1.585 -5.007 3.739 -0.1 -0.1 0.4
H -2.256 -3.289 -0.689 -0.4 0.1 -0.1
H -1.755 3.613 0.662 0.4 0.2 -0.3
O -4.456 -4.799 -2.027 -0.4 -0.2 -0.3
C -2.558 4.061 0.078 -0.8 -0.9 -0.1
H 4.661 -1.219 -2.295 -0.1 0.3 -0.4
O -5.125 -2.367 1.090 0.0 0.5 0.0
H 3.497 1.236 -0.106 0.0 -0.1 -0.1
O 3.283 -6.509 3.719 0.0 0.1 0.5
H -0.662 -5.143 -0.122 -0.1 0.1 0.1
C -4.861 -0.489 -3.045 -0.3 0.3 0.3
H -5.918 -0.233 -2.951 0.0 -0.1 -0.1
H 0.639 -3.186 3.365 0.2 -0.1 0.3
C -4.239 -0.561 -1.660 0.2 -0.4 -0.8
C -4.610 0.520 -0.642 0.9 0.3 -0.2
O -3.091 2.848 -3.160 0.0 0.2 -0.5
H -3.384 3.362 0.254 -0.2 0.1 -0.1
H 3.233 0.774 -2.668 0.1 0.0 -0.1
C -2.402 -4.278 -1.118 1.5 -1.6 0.6
C -4.449 -5.215 -0.741 0.2 -0.3 -0.2
```
Forces are in eV/Å.

No. 2
The following is a quantum chemistry calculation of a molecular structure, C32H48AsNO4P2RuS4 in a non-equilibrium geometry, from the Open Molecules 2025 dataset.

The highest occupied orbital energy (spin up / spin down) is -4.07 / -4.07 eV. The energy above the lowest of the compared OMol25 structures with the same formula, charge and spin is 75.7 kcal/mol. The charge is -1. Its multiplicity is 2. The largest force on an atom is 3.4 eV/A. The expectation value of S² is 1.018. The total energy is -168982.8844 eV. For the orbital gap (spin up / spin down), the calculation gives 5.61 / 6.28 eV.

```
93
Properties=species:S:1:pos:R:3:forces:R:3
H -0.907 4.283 5.015 0.0 0.0 0.0
C -0.918 3.192 3.173 -0.3 0.1 0.2
H -0.356 -3.776 0.324 -0.1 0.0 0.0
H -4.533 3.616 -0.388 0.0 0.1 0.0
H 1.410 -3.223 -2.374 0.1 -0.1 0.0
S -2.214 -1.792 -0.955 1.0 1.2 1.3
C 3.712 1.689 -2.955 -0.1 -0.1 0.1
H 0.182 -2.620 -3.475 0.0 0.0 -0.1
O -4.663 -0.359 -5.567 -0.2 0.0 -0.3
C -2.306 -4.010 3.853 0.1 0.2 -0.3
H -5.446 1.388 -0.939 0.0 0.0 -0.1
C -2.797 -0.849 -2.255 -0.2 1.1 -0.8
C -4.534 0.438 0.750 -0.3 0.0 -0.2
H -2.434 -5.088 3.918 0.0 -0.1 -0.1
H 1.843 5.662 2.050 0.0 0.0 0.0
H 0.715 2.132 -1.313 0.0 0.1 -0.1
H 4.339 1.690 -0.314 0.1 -0.1 0.1
H 1.725 3.463 -1.905 0.1 0.2 0.0
C 3.550 -1.155 -0.451 -0.4 0.2 -0.2
H -3.125 3.913 1.605 0.0 0.0 0.0
H 3.504 -2.325 -3.409 0.1 -0.1 0.1
H 3.488 -0.747 -4.196 0.2 0.1 -0.1
H 2.469 -0.496 1.299 0.0 0.0 0.1
H 2.473 -2.048 -4.805 0.0 -0.1 -0.1
C 0.802 -0.198 -3.816 0.0 0.1 0.2
H 3.268 -3.091 -1.422 -0.1 -0.1 -0.1
C 3.357 2.110 -0.513 0.0 -0.1 0.0
C -3.728 0.598 1.870 0.2 0.0 0.2
C -0.710 -4.390 1.154 -0.2 0.3 0.1
O -1.943 -1.799 1.995 0.4 2.1 -0.2
H -2.573 -0.077 4.416 0.1 0.0 0.1
H 1.061 3.891 0.525 0.0 0.0 -0.2
H 3.900 -1.465 1.663 0.1 -0.1 0.0
H 1.354 0.624 -4.261 0.1 0.1 0.0
C -4.322 2.771 0.251 0.0 0.0 0.2
C -3.520 2.932 1.363 0.0 0.1 0.0
H 5.331 0.005 -0.945 0.1 0.1 0.0
C -4.832 1.518 -0.059 -0.2 -0.1 0.1
C 3.151 -2.630 -0.445 -0.1 0.0 -0.1
C 1.484 2.409 -2.037 -0.2 -0.1 0.1
H -1.400 -3.689 4.365 0.0 0.0 0.0
H 2.696 1.904 0.328 0.1 0.1 0.1
C 0.517 5.082 3.633 0.2 0.2 0.0
C -3.865 -3.907 1.173 0.4 0.2 0.2
C 2.730 1.560 -1.795 -0.2 -0.3 0.2
S -1.903 1.585 -1.321 1.3 -0.8 1.7
C 2.870 -1.589 -3.899 0.0 0.1 0.2
H 3.239 1.489 -3.912 0.0 0.0 -0.1
C -0.371 3.108 1.897 0.0 -0.2 -0.2
C -1.708 0.593 4.372 0.2 0.0 -0.3
H 3.481 3.191 -0.601 0.0 0.1 -0.1
C -4.046 -0.297 -4.539 0.2 -0.1 0.4
O -0.075 0.348 2.618 0.5 0.3 -2.3
C -2.644 0.495 -2.412 -0.5 -1.4 -0.4
C -3.186 1.846 2.178 -0.2 0.0 0.3
H -4.050 -4.974 1.277 0.0 -0.1 0.1
H -3.851 -3.627 0.122 0.1 0.0 0.1
C 1.074 4.970 2.370 0.1 0.1 0.1
H 4.565 1.026 -2.841 0.2 -0.1 0.0
C 0.631 3.979 1.511 0.0 0.0 -0.1
H 2.114 -2.712 -0.121 -0.1 -0.2 0.0
P 2.124 -0.221 -1.374 -0.2 0.0 -0.2
H -0.719 2.354 1.182 0.1 0.4 0.3
H 4.087 2.713 -2.986 0.1 0.1 0.0
H -1.376 0.747 5.405 -0.1 0.0 -0.1
H -4.937 -0.543 0.528 0.1 0.0 -0.1
H 0.316 -0.741 -4.627 0.0 -0.1 -0.1
Ru -0.938 -0.021 0.541 0.5 -1.4 -3.0
H 0.029 0.205 -3.162 -0.1 0.1 0.0
H -1.068 -5.349 0.786 0.0 0.0 0.0
P -2.365 2.220 3.774 0.3 -0.2 -0.1
H 3.777 -3.183 0.258 0.1 0.0 0.1
H 5.635 -1.653 -0.460 0.1 -0.1 0.1
S -3.365 1.186 -3.869 0.1 0.2 0.1
As -2.157 -3.394 2.006 -0.6 -2.1 0.1
H -4.649 -3.335 1.677 0.1 -0.1 0.0
C 0.831 -2.346 -2.643 0.0 0.1 0.2
H 1.064 2.293 -3.030 -0.1 -0.1 -0.1
H 0.835 5.879 4.293 0.0 0.0 0.1
H 0.193 -2.072 -1.801 0.0 -0.1 -0.1
H -3.566 -0.251 2.520 0.2 0.0 -0.1
C 4.957 -1.012 -1.026 -0.2 0.1 0.0
H 4.088 0.209 1.176 0.0 0.1 0.0
N 0.889 -0.157 -0.455 -2.0 0.3 1.6
C -0.555 -0.186 3.645 -1.0 -0.1 1.6
O -0.196 -1.215 4.211 0.2 -0.1 0.0
S -3.703 -1.692 -3.514 0.1 0.0 0.1
H 0.108 -4.529 1.862 -0.1 0.0 0.0
C 1.702 -1.147 -3.024 0.2 0.2 0.3
H -3.162 -3.513 4.310 0.0 0.0 -0.1
H 5.004 -1.315 -2.069 0.1 0.0 -0.1
C 3.504 -0.689 1.008 -0.2 0.1 0.0
C -0.464 4.192 4.031 -0.1 -0.1 0.0
```
Forces are in eV/Å.